21
Properties=species:S:1:pos:R:3:forces:R:3 method="wB97M-V/def2-TZVPD" mol_weight_g_mol=131.2 smiles=CC(C)(S)[C@H]1C[C@H]1N largest_force_ev_per_a=2.13 relative_energy_kcal_mol=23.7 gap_ev=9.4
C 2.1995 0.7199 -0.1260 -0.726 0.720 -0.084
C 0.9417 -0.0824 0.2333 -0.940 0.071 1.011
C 0.9362 -0.3184 1.7856 -0.721 0.189 -0.239
C -0.3273 0.7277 -0.1714 0.191 -0.439 -0.656
C -0.9054 0.6161 -1.5915 -0.563 1.888 0.812
C -1.7503 0.2253 -0.4196 -0.099 -0.385 0.106
H 2.2203 0.9833 -1.1995 0.263 -0.473 0.426
H 3.0534 0.1576 0.2263 0.463 -0.055 -0.340
H 2.2053 1.6961 0.4115 -0.150 -0.650 -0.160
H 0.9349 0.6453 2.3308 0.013 -0.290 -0.300
H 0.0068 -0.8605 2.0852 0.745 0.275 -0.230
H 1.8141 -0.8927 2.1106 -0.267 0.101 -0.193
H -0.1948 -2.1407 -0.2321 0.050 0.103 -0.042
H -0.2921 1.7285 0.2676 -0.032 -0.222 -0.158
H -1.2612 1.5156 -2.1023 0.353 -0.076 0.271
H -0.4816 -0.0574 -2.2799 0.388 -1.178 -0.270
H -2.5077 0.9976 -0.1766 0.393 -0.597 -0.050
H -2.6350 -1.3254 0.6320 0.491 0.221 -0.383
H -2.8415 -1.4219 -0.9460 -0.420 -0.072 -0.833
N -2.1581 -1.1734 -0.2671 0.241 0.581 1.404
S 1.0426 -1.7406 -0.5709 0.327 0.288 -0.093